{
  "formula": "C4H14O3",
  "method": "ωB97M-V with the def2-TZVPD basis set",
  "symbols": ["C", "C", "C", "C", "O", "H", "H", "H", "H", "H", "H", "H", "H", "H", "H", "H", "H", "O", "H", "H", "O"],
  "xyz": [[-2.420, -0.680, -0.728], [-1.037, -0.705, -0.105], [0.082, -0.864, -1.108], [1.424, -0.912, -0.397], [-0.036, 0.187, -2.056], [-2.548, -1.350, -1.584], [-2.586, 0.279, -1.233], [-3.209, -0.761, 0.004], [-0.843, 0.233, 0.427], [-1.030, -1.475, 0.671], [-0.074, -1.792, -1.630], [2.302, -1.084, -0.965], [1.564, 0.009, 0.153], [1.315, -1.714, 0.340], [0.737, 0.203, -2.627], [1.114, 2.134, -0.879], [2.056, 2.993, -0.118], [1.990, 2.083, -0.456], [-0.120, 0.467, 4.998], [0.014, 0.909, 3.576], [-0.394, 0.207, 4.110]],
  "forces_ev_per_a": [[0.0060, 1.1770, -1.0780], [-0.2919, 0.3449, 0.3238], [0.4862, -0.1569, 0.0442], [-1.2248, 0.0243, 1.2301], [-0.2136, 0.3969, -0.0228], [0.0194, -0.5978, 0.4753], [0.1148, 0.1503, 0.2593], [-0.2467, -0.3803, 0.1739], [-0.1801, 0.0008, -0.0038], [0.4181, -0.2025, -0.1754], [-0.1072, -0.7727, -0.4064], [0.6613, -0.2099, -0.9697], [0.1182, 0.1629, 0.1034], [0.3041, -0.0885, 0.0299], [0.1394, -0.0068, 0.0685], [0.0211, -0.3254, -0.0578], [0.2960, -0.0489, 0.1544], [-0.3292, 0.5202, -0.0822], [-0.0852, -0.1440, 0.0751], [-0.0987, -0.1595, -0.2790], [0.1927, 0.3158, 0.1372]],
  "spin_multiplicity": 2,
  "total_charge": -1,
  "e_tot_ha": -386.468396,
  "largest_force_ev_per_a": 1.74,
  "e_above_lowest_kcal_mol": 2.6,
  "e_homo_ev": [0.99, -6.97],
  "homo_lumo_gap_ha": [0.094, 0.389],
  "lumo_energy_ha": [0.13018, 0.13248]
}

---

{
  "formula": "C4H11AlF2N2O5S2",
  "method": "ωB97M-V with the def2-TZVPD basis set",
  "symbols": ["Al", "N", "S", "O", "O", "F", "S", "O", "O", "F", "C", "C", "C", "O", "C", "N", "H", "H", "H", "H", "H", "H", "H", "H", "H", "H", "H"],
  "xyz": [[-1.984, -0.328, -1.346], [-0.112, -0.404, -1.870], [0.951, 0.617, -2.300], [1.668, 0.419, -3.553], [1.532, 1.434, -1.244], [-0.142, 1.589, -2.905], [1.004, -1.467, -1.214], [1.260, -1.479, 0.206], [2.095, -1.881, -2.099], [-0.003, -2.773, -1.386], [0.100, -0.953, 2.649], [-0.770, -0.500, 1.450], [-0.166, 0.699, 0.755], [-1.108, 1.225, -0.157], [-0.720, 2.571, -0.423], [-0.845, -1.650, 0.512], [1.121, -1.305, 2.505], [-0.424, -1.797, 3.098], [0.147, -0.068, 3.283], [-1.649, -0.208, 2.024], [0.823, 0.470, 0.358], [0.004, 1.377, 1.591], [0.358, 2.727, -0.400], [-1.029, 3.143, 0.452], [-1.004, 2.903, -1.422], [-1.218, -2.411, 1.061], [0.110, -1.949, 0.374]],
  "forces_ev_per_a": [[4.1674, 0.2388, 2.7206], [-0.7796, -4.0243, 1.9628], [4.8603, 9.2921, -7.8085], [-0.9277, -1.1009, 3.4259], [-0.0274, -2.9469, -1.1780], [-1.3786, 0.3706, 0.3614], [3.1387, -8.4443, -3.8627], [4.3442, 1.0339, -1.8047], [-2.6014, 2.3981, 2.0974], [0.9566, 1.5274, -0.0631], [0.2984, -0.3974, 0.1537], [1.3058, -0.3503, 0.3818], [0.1882, -1.2124, 2.4421], [-0.9537, -1.3557, -0.9515], [0.2641, 2.9791, 0.1726], [-7.3808, 2.0371, 2.7314], [-0.0682, 0.2878, -0.5253], [-0.0898, 0.3076, 0.5546], [-0.1361, -0.2221, 0.4744], [-0.8154, -0.3581, -0.9877], [-0.7502, 0.6770, 0.0322], [-0.2523, 0.6903, -0.3327], [-0.2262, -0.6304, -0.0521], [-0.8569, 0.3239, -0.4999], [-0.6865, 0.0893, 0.5927], [-1.4973, -0.5931, -0.2634], [-0.0953, -0.6171, 0.2259]],
  "spin_multiplicity": 1,
  "total_charge": 2,
  "e_tot_ha": -1882.240750,
  "largest_force_ev_per_a": 13.07,
  "e_above_lowest_kcal_mol": 35.2,
  "e_homo_ev": -18.70,
  "homo_lumo_gap_ha": 0.169,
  "lumo_energy_ha": -0.51828
}

---

{
  "formula": "CH10O6",
  "method": "ωB97M-V with the def2-TZVPD basis set",
  "symbols": ["O", "C", "O", "H", "H", "O", "H", "H", "O", "H", "H", "O", "H", "H", "O", "H", "H"],
  "xyz": [[-6.516, -3.129, -1.877], [-5.990, -2.067, -1.742], [-5.786, -1.453, -0.544], [-5.741, -1.495, -2.653], [-6.460, -0.768, -0.441], [1.376, 3.341, -1.224], [0.680, 2.689, -1.211], [1.670, 3.659, -0.369], [4.044, 0.789, 1.496], [4.294, 0.169, 0.795], [3.909, 1.593, 0.975], [0.773, 1.844, 1.624], [1.110, 1.158, 2.213], [1.415, 2.545, 1.780], [3.830, -2.570, 0.422], [2.971, -2.976, 0.265], [4.422, -3.327, 0.490]],
  "forces_ev_per_a": [[0.4979, -0.0550, 0.4926], [-1.1557, -0.2188, -0.9624], [0.0046, -0.1316, 0.0227], [0.4401, 0.2665, 0.3873], [0.2145, 0.1387, 0.0598], [0.7420, 0.6349, -1.0725], [-0.0797, -0.0976, 0.8993], [-0.6440, -0.5176, 0.1485], [0.0409, 0.2600, -0.6361], [-0.0852, -0.3148, 0.3560], [-0.0256, -0.0220, 0.2893], [0.2336, 0.0557, 0.2317], [-0.1086, -0.2117, -0.1525], [-0.1044, 0.1325, -0.0528], [-0.0439, -0.1829, -0.0433], [-0.0310, 0.1634, 0.0066], [0.1044, 0.1002, 0.0259]],
  "spin_multiplicity": 1,
  "total_charge": 0,
  "e_tot_ha": -495.505744,
  "largest_force_ev_per_a": 1.52,
  "e_above_lowest_kcal_mol": 44.0,
  "e_homo_ev": -11.01,
  "homo_lumo_gap_ha": 0.423,
  "smiles": "O=CO.O.O.O.O",
  "lumo_energy_ha": 0.01863
}